{
  "formula": "CH3NO2S",
  "method": "ωB97M-V/def2-TZVPD",
  "orbital_gap_ha": 0.40086,
  "homo_ev": -11.39,
  "lumo_ev": -0.48,
  "symbols": ["S", "O", "O", "N", "C", "H", "H", "H"],
  "coordinates": [[-1.689, -1.235, -2.390], [-2.703, -0.471, -3.064], [-2.152, -2.355, -1.693], [0.402, -0.883, -0.546], [1.027, -1.645, 0.085], [1.617, 1.298, 0.823], [2.162, 1.934, 0.857], [1.624, -2.209, 0.704]],
  "forces_ev_per_a": [[-0.255, 1.971, -1.897], [0.439, 0.182, 0.052], [-0.458, -2.206, 1.533], [1.917, -2.215, 1.958], [-2.586, 3.392, -2.593], [1.714, 2.026, 0.090], [-1.706, -2.000, -0.087], [0.936, -1.150, 0.945]],
  "mulliken_charge": [0.73, -0.41, -0.35, -0.37, 0.08, -0.18, 0.17, 0.33]
}

=====

{
  "formula": "C7H10",
  "method": "ωB97M-V/def2-TZVPD",
  "orbital_gap_ha": 0.36815,
  "homo_ev": -8.89,
  "smiles": "C[C@@H]1[C@@H]2C=CC[C@H]12",
  "lumo_ev": 1.13,
  "symbols": ["C", "C", "C", "C", "C", "C", "C", "H", "H", "H", "H", "H", "H", "H", "H", "H", "H"],
  "coordinates": [[-1.752, 0.619, -0.031], [1.359, 0.880, 0.535], [0.717, 0.027, 1.310], [-0.964, -0.723, -0.196], [0.177, -1.178, 0.639], [1.268, 0.403, -0.893], [0.411, -0.857, -0.820], [-2.803, 0.504, -0.344], [0.257, -2.205, 1.026], [0.543, 0.200, 2.333], [1.663, 1.884, 0.851], [-1.477, 1.540, -0.591], [0.590, -1.659, -1.546], [-1.567, 0.849, 0.994], [2.249, 0.072, -1.193], [0.900, 1.189, -1.573], [-1.571, -1.546, -0.501]],
  "forces_ev_per_a": [[0.434, -0.578, -0.801], [-0.887, 0.467, -0.362], [0.918, -0.619, 0.798], [-0.790, 0.477, -1.767], [0.397, 0.527, 0.138], [0.241, -0.187, -0.097], [-0.189, 0.249, -0.295], [0.300, -0.306, 0.757], [-0.186, 0.709, 0.023], [-0.068, 0.135, 1.301], [0.080, -0.499, -0.222], [0.680, -0.918, 0.010], [-0.144, 0.403, 0.330], [-0.850, 0.604, 0.881], [0.574, 0.218, -0.600], [0.117, -0.366, 0.127], [-0.628, -0.314, -0.222]],
  "mulliken_charge": [-1.23, -0.38, -0.80, -0.08, -0.11, -0.70, -0.40, 0.33, 0.37, 0.53, 0.35, 0.27, 0.36, 0.30, 0.40, 0.31, 0.48]
}

=====

{
  "formula": "C30H66N2O6",
  "method": "ωB97M-V/def2-TZVPD",
  "orbital_gap_ha": 0.30079,
  "homo_ev": -7.72,
  "smiles": "CCN(CC)CC.CCN(CC)CC.CC(C)=O.CC(C)=O.CC(C)=O.CC(C)=O.CC(C)=O.CC(C)=O",
  "lumo_ev": 0.46,
  "symbols": ["O", "O", "O", "O", "O", "O", "N", "N", "C", "C", "C", "C", "C", "C", "C", "C", "C", "C", "C", "C", "C", "C", "C", "C", "C", "C", "C", "C", "C", "C", "C", "C", "C", "C", "C", "C", "C", "C", "H", "H", "H", "H", "H", "H", "H", "H", "H", "H", "H", "H", "H", "H", "H", "H", "H", "H", "H", "H", "H", "H", "H", "H", "H", "H", "H", "H", "H", "H", "H", "H", "H", "H", "H", "H", "H", "H", "H", "H", "H", "H", "H", "H", "H", "H", "H", "H", "H", "H", "H", "H", "H", "H", "H", "H", "H", "H", "H", "H", "H", "H", "H", "H", "H", "H"],
  "coordinates": [[-0.831, -4.226, -3.056], [-2.601, -0.286, -0.506], [-6.366, 1.531, 3.012], [-0.634, -4.353, 1.914], [-3.863, -3.053, 3.125], [0.002, 0.604, 3.857], [2.586, 3.375, -1.159], [3.135, 0.890, -4.907], [-1.063, -4.565, 3.026], [1.263, 2.535, 4.429], [3.349, 5.667, -1.789], [1.052, 0.014, -3.890], [-1.779, -5.813, 3.449], [-4.904, -2.121, 1.195], [4.538, 0.642, -5.210], [2.257, 4.603, -1.864], [3.667, 2.598, -1.749], [-5.344, 3.391, 4.090], [-1.054, -3.424, 4.022], [-6.236, -2.796, 3.280], [-1.506, -0.614, 1.584], [-5.332, 2.025, 3.403], [0.643, -4.700, -1.265], [1.246, 0.366, 5.862], [2.345, -0.306, -4.663], [-4.887, -2.675, 2.604], [4.522, 2.016, -0.618], [2.056, 1.543, -7.047], [-4.037, 1.302, 3.346], [-1.619, -0.670, 0.093], [0.760, 1.112, 4.641], [-1.963, -4.857, -1.110], [-0.714, -4.530, -1.889], [2.494, 1.958, -5.651], [0.544, 3.210, 0.253], [1.411, 2.577, -0.807], [-0.437, -1.157, -0.719], [5.336, 0.062, -4.044], [5.372, 0.761, -3.210], [-6.211, -1.944, 3.973], [-3.733, 1.071, 4.374], [-2.719, -4.074, -1.194], [1.727, 2.346, -7.709], [1.246, 0.810, -7.050], [-0.110, 4.006, -0.112], [0.312, -0.385, -0.892], [2.906, 1.048, -7.529], [0.506, -0.410, 6.055], [0.076, -1.985, -0.225], [-1.752, 0.346, 2.020], [1.439, -4.560, -1.992], [2.869, 6.604, -2.083], [1.318, 5.056, -1.527], [3.900, 1.744, 0.240], [-0.114, -2.876, 4.057], [-0.128, 2.508, 0.749], [-0.883, -1.547, -1.632], [-0.537, -0.984, 1.914], [1.141, 3.732, 1.011], [-6.369, 3.464, 4.468], [-6.308, -3.742, 3.811], [-4.671, -2.925, 0.495], [4.122, 5.494, -2.538], [3.760, 5.750, -0.788], [1.748, 1.552, -0.659], [0.620, -0.921, -3.562], [4.937, -0.883, -3.674], [-4.655, 3.436, 4.928], [-2.461, -5.656, -1.666], [4.612, -0.055, -6.059], [4.990, 1.588, -5.511], [1.169, 2.726, 3.360], [1.265, 0.809, -3.170], [-4.079, 0.392, 2.753], [-1.501, -6.157, 4.446], [-2.839, -5.551, 3.441], [4.948, 1.037, -0.863], [2.926, -1.002, -4.058], [2.299, 2.636, 4.749], [-1.540, -6.653, 2.796], [-7.080, -2.648, 2.617], [0.764, 2.505, -1.701], [5.267, 2.735, -0.288], [2.231, -0.091, 5.744], [-3.188, 1.899, 3.000], [0.762, -5.698, -0.840], [0.734, -3.988, -0.443], [-1.810, -2.671, 3.776], [-1.351, -3.700, 5.038], [0.438, 0.618, -4.568], [3.182, 2.805, -5.675], [1.939, 4.353, -2.895], [4.324, 3.237, -2.343], [3.355, 1.808, -2.443], [1.382, 0.995, 6.744], [6.333, -0.182, -4.417], [1.625, 2.316, -5.088], [-4.269, -1.240, 1.081], [-2.182, -1.360, 2.023], [2.158, -0.814, -5.620], [-5.870, -1.751, 0.845], [0.651, 3.268, 4.956], [-5.303, 4.227, 3.393], [-1.724, -5.105, -0.079]],
  "forces_ev_per_a": [[0.228, 0.321, -0.184], [-0.292, -0.026, 0.342], [0.244, 0.037, -0.062], [0.182, -0.620, -0.182], [-0.174, 0.099, 0.085], [-0.283, -0.199, -0.114], [-0.305, 0.494, 0.510], [0.439, 0.284, 1.057], [-0.298, 1.323, 0.368], [-0.065, -0.516, -0.468], [-0.670, -0.034, -0.924], [0.892, 1.088, -1.628], [0.503, -0.526, -0.154], [-0.484, 0.576, -0.294], [-0.552, -0.405, -0.117], [-0.467, -0.272, -0.442], [0.474, -0.133, 0.428], [-1.372, -0.573, 0.037], [-0.296, 0.502, 0.914], [0.606, 0.394, 0.324], [0.104, -1.169, 0.338], [-0.299, 0.472, 0.052], [0.041, -0.033, 0.288], [-0.185, -0.208, 0.353], [0.047, 0.376, 0.125], [-0.783, -0.357, -0.980], [-0.416, -0.835, 0.190], [0.290, -0.393, -0.640], [0.955, -0.235, 0.199], [0.334, 0.727, -0.473], [0.699, 0.768, 0.483], [-0.056, -0.049, -0.049], [-0.305, -0.290, -0.774], [-0.407, -0.078, 0.149], [-0.151, 0.501, 1.012], [-0.053, 0.439, -1.597], [-0.361, -0.971, 0.353], [-0.075, -0.130, -0.295], [0.186, 0.024, -0.009], [-0.351, -0.262, 0.231], [-0.191, -0.229, -0.012], [0.387, 0.401, 0.238], [0.108, 0.225, 0.251], [-0.014, 0.017, 0.263], [0.084, -0.179, -0.440], [-0.208, 0.189, -0.124], [-0.077, 0.088, -0.158], [0.194, -0.103, 0.178], [-0.035, 0.129, 0.157], [0.130, 0.162, -0.160], [-0.137, 0.213, -0.116], [0.235, 0.163, 0.178], [0.203, -0.308, 0.790], [-0.146, 0.407, 0.016], [0.198, -0.276, -0.153], [0.170, -0.188, -0.015], [0.391, 0.268, -0.335], [0.179, 0.480, 0.017], [0.155, -0.399, 0.071], [0.164, 0.045, 0.255], [-0.001, 0.135, 0.204], [0.567, 0.116, 0.075], [0.245, -0.068, 0.270], [0.053, -0.028, 0.032], [-0.079, 0.039, 0.704], [-0.501, 0.288, 0.337], [-0.163, 0.066, -0.046], [0.272, 0.288, -0.216], [0.287, -0.388, 0.310], [0.230, 0.035, -0.146], [0.010, 0.013, -0.064], [0.116, 0.193, 0.049], [0.181, -0.798, 0.775], [-0.173, -0.010, 0.076], [-0.076, 0.405, 0.164], [-0.061, -0.215, 0.009], [0.495, 0.360, -0.334], [0.149, 0.086, -0.053], [0.005, 0.076, 0.044], [-0.324, 0.197, -0.329], [0.027, -0.061, -0.162], [0.022, -0.209, -0.120], [0.138, -0.156, 0.063], [-0.081, -0.052, -0.487], [-0.297, 0.264, -0.210], [-0.209, 0.014, 0.133], [0.126, -0.126, 0.091], [0.154, -0.346, -0.451], [0.304, -0.336, -0.077], [-0.655, -0.799, -0.069], [0.077, -0.046, -0.151], [0.592, 0.175, -0.311], [-0.228, 0.197, -0.041], [-0.384, 0.058, 0.039], [-0.323, 0.220, -0.109], [0.145, 0.229, 0.222], [0.048, -0.020, 0.043], [0.510, -0.465, -0.128], [-0.233, 0.154, -0.219], [-0.341, -0.227, 0.084], [-0.228, -0.174, 0.499], [-0.039, -0.115, 0.178], [0.675, -0.086, -0.086], [-0.344, -0.099, 0.054]],
  "mulliken_charge": [-0.61, -0.67, -0.56, -0.47, -0.52, -0.41, 0.36, 0.77, 0.96, -0.68, -1.31, -0.84, -1.29, -0.74, -0.66, -0.36, 0.18, -1.16, -0.87, -1.22, 0.80, 0.60, -1.00, -1.16, -0.82, 0.77, -1.49, -1.32, -0.47, 0.60, 0.64, -0.63, 0.84, -0.69, -1.33, -0.14, -0.10, -1.04, 0.07, 0.27, 0.36, 0.16, 0.43, 0.27, 0.34, -0.19, 0.28, 0.28, -0.09, -0.15, 0.31, 0.44, 0.45, 0.29, 0.35, 0.20, 0.28, 0.37, 0.33, 0.38, 0.36, 0.30, 0.30, 0.30, 0.40, 0.38, 0.32, 0.32, 0.44, 0.33, 0.38, -0.08, 0.05, -0.09, 0.43, 0.22, 0.46, 0.31, 0.38, 0.34, 0.38, 0.09, 0.30, 0.31, 0.30, 0.38, 0.13, -0.05, 0.37, 0.28, 0.53, 0.14, 0.50, -0.56, 0.38, 0.43, 0.19, -0.03, -0.68, 0.43, 0.37, 0.30, 0.28, 0.02]
}

=====

| no. | DFT total energy (eV) |
| --- | --- |
| 1 | -17503.5194 |
| 2 | -7419.2746 |
| 3 | -47443.8447 |